Record 1
The following is a DFT calculation (ωB97M-V/def2-TZVPD) of a structure of composition C17H17ClN2O3.

Geometry as XYZ:
```
40
Properties=species:S:1:pos:R:3:nbo_charge:R:1
C -2.2977 -4.2505 -1.0567 -0.64
C -2.0856 -3.0074 -0.3297 0.03
C -2.8888 -1.8168 -0.6156 -0.21
C -2.9038 -0.7774 0.1479 0.24
C -2.0269 -0.8596 1.0709 -0.24
C -1.2905 -1.8593 1.5329 -0.18
C -1.4114 -3.0454 0.8848 -0.22
H -0.6990 -3.7380 0.8073 0.21
H -0.5764 -1.6899 2.1965 0.21
H -1.9262 0.1519 1.8331 0.21
O -3.8701 0.4628 -0.1732 -0.50
C -3.8066 1.5963 0.3505 -0.06
C -2.3063 1.9832 0.2225 0.74
O -1.9452 3.1223 1.1364 -0.75
O -1.6744 1.6479 -0.8077 -0.27
N -0.4588 2.0226 -0.9946 -0.26
C 0.6170 2.1692 -0.2885 0.44
N 0.6004 2.2891 1.0913 -0.84
H 1.5972 2.7732 1.3682 0.38
H -0.2442 2.5813 1.6419 0.47
C 1.8450 2.5604 -1.1464 -0.42
C 2.7521 1.5845 -0.5094 -0.09
C 2.5335 0.2679 -0.8122 -0.12
C 3.3461 -0.8042 -0.3260 -0.29
C 4.6246 -0.3542 -0.1654 0.21
C 5.0587 0.8213 0.2766 -0.34
C 4.1016 1.6137 -0.0839 -0.05
H 4.4030 2.9925 0.0506 0.14
H 5.8456 1.0078 0.8462 0.26
Cl 5.7569 -1.8188 0.6103 -0.21
H 3.1593 -1.7780 -0.7069 0.24
H 1.5568 -0.1170 -1.4424 0.23
H 1.7322 2.5738 -2.1080 0.24
H 2.2585 3.4228 -0.8146 0.22
H -4.4669 2.0861 -0.0312 0.19
H -3.9111 1.6407 1.5588 0.15
H -3.7372 -1.9226 -1.5671 0.22
H -2.9739 -4.0725 -1.7504 0.22
H -1.3823 -4.5397 -1.4488 0.22
H -2.9049 -4.9198 -0.4480 0.23
```

The HOMO energy is -0.336 hartree. For the LUMO energy, the calculation gives 0.0032 Ha. Its net charge is 0.

=====

Record 2
The following is a DFT calculation (ωB97M-V/def2-TZVPD) of the molecule C3H3N3O.

Geometry as XYZ:
```
10
Properties=species:S:1:pos:R:3:nbo_charge:R:1
N 2.6811 0.5051 0.9142 -0.68
C 1.6696 0.7172 0.2551 0.64
N 0.5665 0.9508 -0.2256 -0.36
N -0.0088 0.1670 -1.1986 -0.15
C -1.0827 -0.4471 -0.8808 -0.05
C -1.7768 -0.4767 0.4461 0.35
O -1.4240 0.1293 1.4290 -0.46
H 3.5597 0.8145 0.5151 0.39
H -1.5401 -1.0257 -1.6831 0.20
H -2.6805 -1.1199 0.4554 0.12
```

The HOMO energy is -0.344 hartree. For the LUMO energy, the calculation gives -0.0218 Ha. The structure (SMILES) is N=C=N/N=C\C=O. Its net charge is 0.

=====

Short version: max |F| = 14.89; 0.63 eV Å⁻¹, in the order given.